# 1
Computed, not measured: a structure of composition C2H2Br2ClF in a non-equilibrium geometry, with wB97M-V/def2-TZVPD.

Its energy is -157428.8309 eV. For the frontier orbital gap, the calculation gives 9.7 eV. Its relative energy (zero: lowest compared OMol25 entry of this formula, charge and spin) is 96.9 kJ/mol. Its maximum force is 5.95 eV Å⁻¹.

Atoms and positions in Å:
C1 0.50449 0.73814 0.83562
C2 -0.65009 0.06973 0.63530
F1 0.90246 -1.62185 -1.50393
Cl1 -1.26400 -1.19819 1.72198
Br1 0.83317 1.79069 -0.56134
Br2 -1.67587 -0.02420 -0.99845
H1 0.41443 -0.70603 -2.00863
H2 0.93540 0.95171 1.87945

Atoms 1-3, force components in eV/Å:
-2.5 -0.7 2.4
-0.1 -2.1 0.9
-2.2 4.6 -2.7



# 2
Computed, not measured: a cluster of 2 separate species, C2H2Br2O2S in total in a non-equilibrium geometry, with wB97M-V/def2-TZVPD.

Its energy is -157118.0337 eV. For the frontier orbital gap, the calculation gives 9.4 eV. Its relative energy (zero: lowest compared OMol25 entry of this formula, charge and spin) is 182.1 kJ/mol. Its maximum force is 6.69 eV Å⁻¹.

Atoms and positions in Å:
C1 -0.87032 2.19394 0.19365
C2 -1.63683 1.44965 0.75575
O1 0.80696 -2.31352 -1.16660
O2 0.83733 -0.94569 1.00623
S1 0.63900 -0.79855 -0.43996
Br1 -2.67015 0.47984 1.90281
Br2 2.44792 0.39395 -1.25737
H1 -0.19780 2.62934 -0.33179
H2 0.64389 -3.08896 -0.66271

Atoms 1-3, force components in eV/Å:
-4.5 -3.7 3.3
0.3 0.5 0.5
0.5 2.9 -1.0



# 3
Computed, not measured: the molecule C2H2Br3ClS in a non-equilibrium geometry, with wB97M-V/def2-TZVPD.

Its energy is -235589.9918 eV. For the frontier orbital gap, the calculation gives 9.2 eV. Its relative energy (zero: lowest compared OMol25 entry of this formula, charge and spin) is 110.8 kJ/mol. Its SMILES is ClS[C@@H](Br)C(Br)Br. Its maximum force is 5.69 eV Å⁻¹.

Atoms and positions in Å:
C1 -0.43930 -0.20053 0.46044
C2 1.14663 0.57370 -0.11751
S1 -1.27964 -1.01985 -0.94434
Cl1 -3.23292 -0.67447 -0.72695
Br1 -0.10211 -1.32305 2.02256
Br2 0.63072 1.94825 -1.33218
Br3 2.39389 -0.74491 -0.91352
H1 -0.84781 0.63714 0.79085
H2 1.73053 0.80371 0.76065

Atoms 1-3, force components in eV/Å:
4.4 -2.5 -2.6
-2.2 -3.0 0.2
1.5 0.2 0.5